Entry 1:
Density functional theory data (ωB97M-V with the def2-TZVPD basis set) for a 2-piece molecular cluster, CH2Cl2N2O overall in a non-equilibrium geometry.

Output
* max |F|: 3.7 eV/A
* LUMO energy: 0.0021 Ha
* highest occupied orbital energy: -0.3231 Eh
* total energy: -1144.31219 a.u.
* relative energy (zero: lowest compared OMol25 entry of this formula, charge and spin): 26.3 kcal/mol

```
! wB97M-V def2-TZVPD RIJCOSX def2/J DEFGRID3
* xyz 0 1
C 0.628 -1.452 -0.062
N 0.326 -0.192 0.079
N -0.224 -2.202 1.820
O 1.193 -2.265 -0.650
Cl -1.432 -0.931 2.190
Cl 1.095 -2.018 2.851
H -0.452 -0.092 0.925
H 0.214 0.357 -0.724
*
```



Entry 2:
Density functional theory data (ωB97M-V with the def2-TZVPD basis set) for C23H53BiClP2Si as an isolated structure in a non-equilibrium geometry.

Output
* max |F|: 4.0 eV/A
* LUMO energy (alpha / beta): 0.0917 / 0.0917 Ha
* highest occupied orbital energy (alpha / beta): -0.0398 / -0.0443 Eh
* total energy: -2554.99952 a.u.

```
! wB97M-V def2-TZVPD RIJCOSX def2/J DEFGRID3
* xyz -1 1
Bi -0.628 0.155 0.305
Cl -0.496 2.455 -0.785
P -0.577 0.957 2.880
C -2.019 2.071 3.259
C -0.787 -0.574 3.919
C 0.921 1.891 3.449
C -3.186 1.936 2.267
H -1.588 3.085 3.150
C -2.520 1.923 4.704
H -2.818 0.890 4.938
H -3.407 2.555 4.842
H -1.783 2.249 5.445
H -2.853 2.085 1.231
H -3.927 2.719 2.499
H -3.690 0.959 2.350
H 0.891 2.778 2.789
C 2.272 1.189 3.198
C 0.748 2.366 4.901
H -0.063 3.098 5.004
H 1.666 2.865 5.234
H 0.558 1.535 5.601
H 2.256 0.526 2.319
H 2.605 0.616 4.076
H 3.034 1.962 3.010
C -1.928 -1.438 3.362
H -1.063 -0.209 4.924
C 0.489 -1.409 4.045
H -2.879 -0.894 3.289
H -2.083 -2.286 4.045
H -1.672 -1.845 2.369
H 0.830 -1.760 3.060
H 0.260 -2.296 4.651
H 1.298 -0.870 4.547
H -2.347 -0.286 0.160
H 1.883 -1.179 0.705
P 0.711 -0.858 -4.421
C 1.719 0.725 -4.391
C 1.267 -2.324 -3.425
C -0.980 -0.124 -4.114
C 2.302 1.150 -3.045
H 0.979 1.499 -4.673
C 2.770 0.647 -5.517
H 3.463 -0.197 -5.392
H 3.356 1.573 -5.544
H 2.288 0.539 -6.497
H 1.535 1.325 -2.278
H 2.820 2.110 -3.188
H 3.031 0.432 -2.656
H -0.776 0.857 -3.636
C -1.958 -0.856 -3.200
C -1.570 0.069 -5.532
H -1.115 0.919 -6.056
H -2.652 0.239 -5.490
H -1.404 -0.823 -6.154
H -1.552 -1.067 -2.198
H -2.312 -1.787 -3.658
H -2.832 -0.203 -3.049
C 2.365 -2.079 -2.385
H 1.725 -2.916 -4.244
C 0.155 -3.198 -2.834
H 3.191 -1.466 -2.759
H 2.775 -3.053 -2.063
H 1.949 -1.602 -1.486
H -0.084 -2.872 -1.810
H 0.520 -4.235 -2.767
H -0.748 -3.209 -3.452
C 2.704 -5.197 0.823
Si 0.894 -4.741 1.128
C -0.139 -5.849 0.022
C 0.469 -5.172 2.905
C 0.562 -2.917 0.831
C 0.884 -1.674 0.631
H 2.905 -6.248 1.082
H 3.375 -4.574 1.430
H 2.990 -5.061 -0.229
H 0.071 -6.902 0.265
H -1.211 -5.674 0.183
H 0.069 -5.704 -1.045
H 0.970 -4.504 3.618
H -0.614 -5.104 3.079
H 0.785 -6.204 3.120
*
```



Entry 3:
Density functional theory data (ωB97M-V with the def2-TZVPD basis set) for a 2-piece molecular cluster, C5H12O3 overall in a non-equilibrium geometry.

Output
* max |F|: 4.1 eV/A
* LUMO energy: 0.0275 Ha
* highest occupied orbital energy: -0.3830 Eh
* total energy: -423.42661 a.u.
* relative energy (zero: lowest compared OMol25 entry of this formula, charge and spin): 17.1 kcal/mol

```
! wB97M-V def2-TZVPD RIJCOSX def2/J DEFGRID3
* xyz 0 1
C 0.784 -1.650 -2.027
C -0.094 -0.429 -1.800
O 0.109 0.079 -0.429
C -0.659 -0.415 0.621
O -1.569 -1.254 0.415
C -0.534 0.275 1.966
C -1.655 1.247 2.184
H 1.848 -1.447 -1.821
H 0.686 -1.989 -3.072
H 0.445 -2.461 -1.361
H 0.195 0.418 -2.451
H -1.119 -0.736 -2.083
H -0.690 -0.549 2.688
H 0.474 0.694 2.145
H -1.671 1.619 3.222
H -2.639 0.804 1.954
H -1.485 2.100 1.507
O 2.822 1.106 -0.792
H 2.299 0.571 -0.153
H 2.453 2.015 -0.715
*
```